Entry from OMol25: a cluster of 8 separate species, C48H120N8O16 in total (ωB97M-V with the def2-TZVPD basis set).

Values from the calculation:
- Structure (SMILES): COCCNCCOC.COCCNCCOC.COCCNCCOC.COCCNCCOC.COCCNCCOC.COCCNCCOC.COCCNCCOC.COCCNCCOC
- Lowest unoccupied orbital energy: 0.432 eV
- Relative energy (zero: lowest compared OMol25 entry of this formula, charge and spin): 831.4 kJ/mol
- HOMO level: -8.353 eV
- Largest force on an atom: 4.02 eV/A

Cartesian coordinates (Å):
1 C -4.7569 -29.7922 -21.7593
2 O -3.6628 -30.6761 -21.8745
3 C -4.0039 -31.9942 -21.4905
4 C -2.7080 -32.8010 -21.0516
5 N -1.8918 -33.1632 -22.1922
6 C -0.7370 -34.0534 -21.8383
7 C 0.5526 -33.9990 -22.6876
8 O 1.2188 -35.3287 -22.6411
9 C 2.3506 -35.3618 -23.4993
10 H -5.1403 -29.6896 -20.7442
11 H -5.5220 -30.0599 -22.4881
12 H -4.3159 -28.8133 -21.9475
13 H -4.4404 -32.4550 -22.3766
14 H -4.7504 -31.9214 -20.6996
15 H -3.1095 -33.6466 -20.4932
16 H -2.0371 -32.2896 -20.3612
17 H -1.6708 -32.3056 -22.6777
18 H -1.0837 -35.0805 -21.9524
19 H -0.4357 -33.9784 -20.7934
20 H 1.1572 -33.2672 -22.1518
21 H 0.3253 -33.7106 -23.7139
22 H 2.1378 -35.9454 -24.3950
23 H 3.0835 -35.8637 -22.8676
24 H 2.8353 -34.4788 -23.9159
25 C 6.1027 -28.1489 -22.1083
26 O 6.8815 -26.9090 -22.1732
27 C 8.2526 -26.9407 -21.9544
28 C 8.7634 -25.5759 -22.4458
29 N 7.8771 -24.4501 -22.0131
30 C 7.5984 -23.6086 -23.1697
31 C 6.5238 -22.6850 -22.8379
32 O 5.3076 -23.2645 -22.4805
33 C 4.1047 -22.5178 -22.4197
34 H 6.3225 -28.7947 -21.2582
35 H 6.1774 -28.8179 -22.9656
36 H 5.0536 -27.8568 -22.1540
37 H 8.7974 -27.8226 -22.2913
38 H 8.4278 -26.9368 -20.8786
39 H 9.0272 -25.5894 -23.5033
40 H 9.7926 -25.5512 -22.0879
41 H 7.0062 -24.8773 -21.7316
42 H 7.3239 -24.3084 -23.9590
43 H 8.5035 -23.1534 -23.5718
44 H 6.2398 -22.1351 -23.7351
45 H 6.8368 -21.9023 -22.1469
46 H 3.2783 -23.0306 -21.9276
47 H 3.5956 -22.3452 -23.3679
48 H 4.2465 -21.5978 -21.8525
49 C 11.4134 -31.5728 -20.8437
50 O 11.4191 -32.9468 -21.0391
51 C 10.3366 -33.3187 -21.9265
52 C 10.4980 -34.8172 -22.2716
53 N 9.3465 -35.4066 -23.0067
54 C 8.3939 -36.1359 -22.2286
55 C 8.8005 -37.5831 -22.1140
56 O 8.0513 -38.4427 -21.3504
57 C 6.8217 -38.8167 -21.9848
58 H 12.0642 -31.4696 -19.9754
59 H 10.4714 -31.1901 -20.4510
60 H 11.8520 -31.0807 -21.7118
61 H 10.3432 -32.7318 -22.8450
62 H 9.4002 -33.0710 -21.4265
63 H 11.0015 -35.3994 -21.4998
64 H 11.2529 -34.8591 -23.0567
65 H 9.6803 -36.0892 -23.6721
66 H 7.4553 -36.1925 -22.7799
67 H 8.0975 -35.7749 -21.2438
68 H 9.8017 -37.5214 -21.6876
69 H 8.9282 -38.1209 -23.0535
70 H 6.4054 -39.3696 -21.1427
71 H 6.9939 -39.3550 -22.9169
72 H 6.2801 -37.8720 -22.0316
73 C 10.2046 -32.5148 -26.0925
74 O 9.6399 -33.1914 -27.1512
75 C 10.4949 -33.4764 -28.2578
76 C 10.8296 -32.2433 -29.0936
77 N 11.7560 -32.6039 -30.2034
78 C 13.1568 -32.3243 -29.8150
79 C 14.1863 -33.1352 -30.6358
80 O 15.4643 -33.1527 -29.9616
81 C 16.5467 -32.8994 -30.8172
82 H 10.3153 -33.2070 -25.2578
83 H 9.5786 -31.6962 -25.7375
84 H 11.2095 -32.1021 -26.1812
85 H 10.1474 -34.2979 -28.8842
86 H 11.3988 -33.9095 -27.8295
87 H 11.2568 -31.4661 -28.4599
88 H 9.9078 -32.0149 -29.6286
89 H 11.5482 -32.0468 -31.0199
90 H 13.3070 -32.4147 -28.7392
91 H 13.3909 -31.2765 -30.0034
92 H 14.1812 -32.6061 -31.5888
93 H 13.9737 -34.1969 -30.7611
94 H 16.4173 -31.9425 -31.3228
95 H 16.6514 -33.5919 -31.6524
96 H 17.4396 -33.0275 -30.2052
97 C 7.4250 -31.1417 -20.2919
98 O 7.9223 -32.1828 -19.5353
99 C 7.9932 -31.7253 -18.1582
100 C 6.5856 -31.5210 -17.5451
101 N 6.6196 -31.3410 -16.0973
102 C 5.2874 -31.4149 -15.5561
103 C 5.2544 -31.5159 -14.0747
104 O 5.9619 -32.6903 -13.6345
105 C 6.2774 -32.7321 -12.2669
106 H 8.0456 -30.2610 -20.4571
107 H 6.4311 -30.7616 -20.0558
108 H 7.1828 -31.6803 -21.2080
109 H 8.6427 -30.8500 -18.1513
110 H 8.5295 -32.5183 -17.6371
111 H 5.9751 -32.3859 -17.8045
112 H 6.1085 -30.6513 -17.9969
113 H 7.0855 -32.1184 -15.6516
114 H 4.7393 -32.1571 -16.1365
115 H 4.6520 -30.6080 -15.9211
116 H 4.3247 -31.7153 -13.5417
117 H 5.7695 -30.6876 -13.5882
118 H 6.7230 -33.6925 -12.0074
119 H 5.3112 -32.7651 -11.7635
120 H 6.8744 -31.8709 -11.9670
121 C 13.9770 -40.8088 -26.2385
122 O 13.3660 -39.5725 -25.7814
123 C 14.0569 -38.3993 -26.1960
124 C 13.5322 -37.1194 -25.4649
125 N 12.0937 -36.9855 -25.4622
126 C 11.3152 -36.6718 -26.7234
127 C 9.8666 -36.2068 -26.4747
128 O 9.1467 -37.3946 -26.0730
129 C 7.7269 -37.1063 -25.8278
130 H 14.7100 -41.2020 -25.5341
131 H 14.5565 -40.5519 -27.1252
132 H 13.1745 -41.5280 -26.4023
133 H 13.9703 -38.3457 -27.2812
134 H 15.1205 -38.5273 -25.9950
135 H 13.9668 -36.2185 -25.8979
136 H 13.7574 -37.1629 -24.3993
137 H 11.6775 -37.8600 -25.1754
138 H 11.3171 -37.6526 -27.1990
139 H 11.9242 -35.9587 -27.2792
140 H 9.3415 -35.8361 -27.3550
141 H 9.9099 -35.3344 -25.8228
142 H 6.9971 -36.7731 -26.5656
143 H 7.5832 -36.5169 -24.9223
144 H 7.2606 -38.0378 -25.5068
145 C -5.2759 -25.9050 -19.6718
146 O -4.2293 -26.6340 -20.1738
147 C -3.0796 -25.9109 -20.7247
148 C -2.6326 -26.5079 -22.0933
149 N -1.7162 -25.7330 -22.8992
150 C -0.3352 -25.9199 -22.4453
151 C 0.5762 -25.3065 -23.4556
152 O 0.5601 -26.2818 -24.5775
153 C 1.4647 -25.9296 -25.5212
154 H -6.1206 -26.5360 -19.3952
155 H -5.7709 -25.1952 -20.3347
156 H -5.0161 -25.4460 -18.7179
157 H -2.1776 -26.1775 -20.1738
158 H -3.2164 -24.8342 -20.8250
159 H -3.4482 -26.5828 -22.8126
160 H -2.4927 -27.5865 -22.0216
161 H -1.7172 -26.0574 -23.8557
162 H -0.0904 -26.9738 -22.3125
163 H -0.1683 -25.4755 -21.4641
164 H 1.5585 -25.2252 -22.9902
165 H 0.2923 -24.2935 -23.7408
166 H 1.4885 -24.9306 -25.9568
167 H 1.1486 -26.5641 -26.3492
168 H 2.4649 -26.3273 -25.3492
169 C -0.1004 -29.8810 -20.7346
170 O 0.5396 -30.6142 -21.7560
171 C 1.1216 -30.0783 -22.9464
172 C 2.0459 -31.1153 -23.6408
173 N 3.2183 -30.4859 -24.2496
174 C 4.2741 -31.2577 -24.7503
175 C 5.1152 -31.9242 -23.6639
176 O 5.7483 -33.0333 -24.2905
177 C 7.0252 -33.3484 -23.8541
178 H -0.1897 -30.5251 -19.8598
179 H -0.9674 -29.3635 -21.1452
180 H 0.7217 -29.2198 -20.4607
181 H 1.7146 -29.1997 -22.6928
182 H 0.5339 -29.6493 -23.7580
183 H 1.4770 -31.6340 -24.4123
184 H 2.2635 -31.7993 -22.8205
185 H 3.0281 -29.6848 -24.8346
186 H 4.9102 -30.5638 -25.2999
187 H 3.7669 -31.9152 -25.4565
188 H 4.5320 -32.3521 -22.8486
189 H 5.8369 -31.2165 -23.2558
190 H 7.3545 -34.2601 -24.3525
191 H 7.0809 -33.7164 -22.8297
192 H 7.8688 -32.6701 -23.9828

Atomic forces in eV per Å
0.9945 0.6118 -0.3184
0.3072 0.1058 0.5424
1.6295 -0.0718 0.0581
-1.1401 0.5876 -0.3058
0.4288 -0.9731 -0.3402
-0.5827 -0.5932 -0.6753
-0.4598 -0.7662 1.0634
-1.1122 2.7917 -0.5464
0.4613 -1.2510 0.3190
-0.2291 -0.5308 0.1752
-0.3045 0.1980 0.0797
-0.4240 0.0772 -0.4067
-0.1267 -0.5795 0.1068
0.0759 -0.3811 0.2952
0.2314 -0.5090 -0.3007
-0.5327 0.6976 0.5390
0.6196 -0.0355 0.0277
-0.2430 -0.1272 0.0714
-0.0917 0.4025 0.2603
0.4702 -0.0291 -0.6349
0.1784 -0.0043 -0.0895
-0.1305 -0.3927 0.0469
0.4315 -0.1838 -0.5151
-0.5378 0.8356 0.6739
0.3075 0.8062 -0.3621
-2.0378 -2.1373 -0.6756
0.1894 1.0495 0.9218
0.7319 -0.6285 0.4016
1.9301 -1.0215 -0.2735
0.3144 -2.3023 0.1419
-1.7280 3.3098 -1.4877
-1.1839 -2.1747 1.1195
0.2042 0.3289 0.1476
0.0212 0.4797 0.4452
0.7403 0.2760 -0.5174
0.0997 0.1725 0.5328
-0.0906 0.0386 -0.7931
-0.0159 -0.1003 0.4831
-1.0394 0.0879 -0.5902
0.0917 0.6728 0.8532
-0.1827 0.0350 -0.0228
-0.6088 0.1904 -0.5849
-0.0380 0.5842 0.4887
0.6140 0.4607 -0.5789
0.1137 -0.1524 0.5922
0.6744 -0.7609 0.6383
0.7855 0.4741 -0.6970
0.0365 0.2967 -0.2259
1.0948 -0.1388 1.4151
-1.3254 -1.0788 -1.2604
0.3213 -0.9041 0.8415
0.4348 0.3153 -1.9181
0.5406 0.8327 1.1505
-2.1345 -1.2070 -0.3352
2.0228 -0.3477 0.0602
-0.4257 -0.4643 0.7941
0.8054 1.0087 2.2179
0.4502 0.5224 -0.1548
-0.4728 0.1427 -0.7012
-0.3885 0.5288 -0.0143
0.2823 0.1289 -0.2121
-0.2424 -0.2823 0.1609
-0.7368 -0.0729 0.6765
0.4188 0.2939 -0.0140
0.4851 0.2386 -0.3491
-0.4114 0.6164 -0.1764
0.5934 0.4952 0.0652
0.2543 -0.4598 0.2936
0.1399 0.6783 -0.9034
-0.6668 -0.6073 -0.7874
-0.2739 0.0072 -0.0157
-0.6562 -0.3294 -0.8590
0.5422 0.1340 1.7006
-0.6848 -0.1877 -1.8941
1.2006 0.0145 0.8675
-0.1959 -1.2326 -1.3851
0.7946 -0.0160 1.1820
0.1733 -0.2583 -0.3656
0.1159 -0.0825 1.1291
-0.8343 0.5705 -0.4755
0.0581 -0.2559 -0.1794
-0.1388 -0.1868 0.3512
-0.2652 0.0254 -0.2388
0.1791 0.0244 -0.8488
-0.7940 0.3222 0.0604
0.5615 0.1598 -0.0167
-0.4324 0.3782 -0.0821
-0.1692 0.8081 0.5464
-0.1769 -0.0031 0.0479
-0.1155 -0.6184 0.0031
0.0945 0.3199 -0.0239
0.6432 -0.3415 -0.3864
-0.7850 0.1540 -0.2171
0.4423 0.4888 0.3710
-0.2794 -0.6139 -0.0145
0.0747 0.5810 -0.1639
-1.3822 -0.6209 -2.3094
0.0457 0.8044 2.2656
-0.0278 -0.9345 -0.2661
0.8695 0.1322 0.0411
0.4379 0.2776 0.0589
-1.3382 0.3072 -1.3726
0.6889 -1.3741 2.1579
1.4049 -0.7199 -1.4469
-1.2460 -0.1112 -0.2968
0.6118 -0.1556 0.1116
-0.1319 -0.0371 0.8774
0.4274 0.6322 -0.7970
-0.2332 0.3447 0.2822
-0.1122 -0.0281 0.1884
-0.0908 -0.3340 -0.2675
-0.0292 0.0986 0.1433
0.5089 -0.1822 -0.1453
-0.1937 -1.3309 0.7328
0.3873 1.0467 0.5055
-0.9092 0.9961 -0.8051
-0.1450 0.5552 -0.2705
0.4464 0.2022 -0.3769
-0.0819 0.4569 0.7382
0.1150 -0.0489 0.2229
-0.1010 1.5688 0.1558
0.0083 -0.4558 0.3860
0.2040 0.0180 0.2460
-0.6348 -1.1056 -0.5499
-2.2088 0.8247 -0.1524
1.2162 -0.8564 0.7843
0.7676 -0.8957 -0.6355
-1.7522 1.6226 0.3073
0.3160 -1.3810 1.5940
-0.1478 0.0455 0.3964
-0.2614 -0.4684 -0.4694
0.2032 0.0811 -0.1683
-0.1649 0.3991 -0.2697
0.2946 0.1565 0.1883
0.2395 -0.0853 -0.0332
0.6120 -0.1038 -0.0873
0.2133 -0.1379 0.5284
-0.4320 0.2916 -1.0346
-0.3060 0.0728 -0.2422
0.4575 0.0018 -0.4449
-0.4729 -0.3987 0.8719
1.0330 0.5448 -0.9482
0.3841 0.6343 -0.1662
0.4161 -0.5057 -0.1358
-1.2357 0.6548 1.1103
1.8898 -0.2960 -1.5560
0.3340 -1.3308 -0.9214
-2.9755 -0.1189 -1.6802
1.3607 -0.1911 1.5030
-0.4934 0.6969 0.1155
0.4146 -1.6684 -0.0649
-0.8159 2.3979 2.9986
0.8544 -1.7281 -3.0463
0.2719 -0.7427 -0.1604
0.5752 0.4257 -0.3793
0.1663 0.5756 0.0042
-0.3084 0.5888 1.1488
-0.2064 -0.0534 0.2380
-1.0827 0.3991 0.4578
1.1956 -0.2437 0.6263
-0.3569 -0.1067 -0.0861
0.1700 -0.3101 -0.1882
-0.2026 0.3279 0.0494
0.4900 -0.2493 -0.4165
-0.3461 -0.1405 -0.4147
-0.1846 0.4446 0.7079
0.1335 0.0863 -0.6617
0.4419 0.5312 0.6132
2.0911 0.8976 -1.0849
-0.1812 -2.4090 -1.8030
0.9492 1.0094 0.1527
-0.2363 0.7156 0.3174
-1.1572 2.1776 2.3589
-0.1032 -0.2483 -0.3605
-0.1129 -1.0074 -0.7352
0.2514 0.6392 -0.4568
0.9525 -1.8609 0.4971
-0.7681 -0.1745 -0.4041
-0.2952 -0.0825 0.6777
-0.4996 1.1435 0.5522
0.5579 0.0554 0.4457
-1.4705 -0.2631 0.3879
-0.2405 -0.4438 0.0263
0.6914 -0.1372 -0.4202
-0.3908 -0.1754 0.1917
0.1750 -0.2803 -0.2358
1.0384 -1.1755 -0.2635
-0.3443 0.3858 0.2154
0.1004 0.0898 0.0196
-0.1690 0.1023 -0.5472
-0.3753 0.4345 0.6194
-0.4198 0.8490 -0.2643

Here are the Mulliken charges for atoms 1 to 99, given in e: -0.460 -0.174 -0.801 -0.329 -0.382 -0.760 0.067 -0.399 -0.565 0.366 0.354 -0.183 0.327 0.427 0.421 0.186 0.276 0.349 0.321 -0.010 0.335 0.322 0.192 0.179 -0.667 -0.333 -0.418 -0.891 -0.488 -0.526 -0.659 -0.254 -0.802 0.136 0.276 0.326 0.518 0.241 0.369 0.379 0.397 0.345 0.365 0.432 0.351 0.221 0.314 0.339 -0.538 -0.471 0.653 -1.089 1.075 -0.767 -0.492 -0.493 -0.553 0.303 0.064 0.310 0.149 -0.235 0.442 0.255 -0.474 0.255 0.410 0.277 0.333 0.271 0.235 0.231 -0.383 -0.227 -0.566 -0.740 -0.328 -0.514 -0.559 -0.307 -0.737 -0.170 0.307 0.371 0.538 0.207 0.308 0.428 0.285 0.418 0.242 0.310 0.294 0.309 0.316 0.234 -0.869 -0.228 -0.703